Entry 1:
22
Properties=species:S:1:pos:R:3 method="wB97M-V/def2-TZVPD" homo_ev="-9.20 / -9.10" e_above_lowest_kcal_mol=15.46 largest_force_ev_per_a=5.19 orbital_gap_ev="8.303 / 8.302" lumo_ha="-0.03312 / -0.02938" e_tot_ha=-1224.08342
C -1.60 -0.27 -0.37
C -0.69 -1.40 -0.22
C -0.87 0.91 -0.91
C 0.38 -1.11 0.85
C 0.32 1.34 -0.04
C 1.24 0.08 0.32
N 2.24 0.50 1.17
O 3.49 0.48 -1.60
S 3.96 1.07 -0.35
Cl 5.32 -0.22 0.45
H -2.52 -0.62 -0.93
H -2.02 -0.14 0.70
H -1.07 -2.32 0.09
H -0.27 -1.57 -1.28
H -0.54 0.63 -1.93
H -1.51 1.82 -0.85
H -0.03 -0.81 1.90
H 1.12 -1.88 0.88
H 0.96 1.97 -0.52
H 0.00 1.74 1.00
H 1.71 -0.33 -0.68
H 2.82 -0.41 1.40

=====

Entry 2:
35
Properties=species:S:1:pos:R:3 method="wB97M-V/def2-TZVPD" charge=-2 s2=6.015 homo_ev="0.68 / -1.21" e_above_lowest_kcal_mol=70.59 largest_force_ev_per_a=4.73 orbital_gap_ev="3.476 / 5.360" lumo_ha="0.15279 / 0.15266" spin_multiplicity=5 e_tot_ha=-3130.09713
Cr -0.61 -0.33 1.36
S 1.15 -0.01 3.44
O 0.98 -1.21 2.61
O 0.38 0.92 2.60
O 0.38 -0.29 4.63
O 2.56 0.31 3.64
S -2.21 -2.37 1.98
O -2.05 -1.04 2.59
O -1.27 -2.07 0.87
O -1.61 -3.40 2.79
O -3.58 -2.63 1.56
C -4.08 -0.66 -0.53
O -3.50 0.35 -1.33
C -2.36 1.01 -0.91
O -1.80 0.96 0.19
O -1.83 1.68 -2.06
C -0.61 2.41 -1.93
H -3.38 -1.49 -0.62
H -5.00 -0.97 -1.02
H -4.26 -0.46 0.52
H -0.67 3.10 -1.09
H -0.21 2.89 -2.82
H 0.20 1.75 -1.59
C 3.08 -0.98 -2.90
O 1.94 -1.20 -2.04
C 1.78 -0.29 -0.96
O 0.75 -0.24 -0.31
O 2.89 0.45 -0.87
C 3.07 1.43 0.14
H 3.98 -1.08 -2.29
H 3.35 -0.02 -3.35
H 3.14 -1.81 -3.60
H 3.11 0.94 1.11
H 2.37 2.27 0.14
H 3.94 2.07 0.05

=====

Entry 3:
52
Properties=species:S:1:pos:R:3 method="wB97M-V/def2-TZVPD" charge=-2 homo_ev=-4.14 e_above_lowest_kcal_mol=0.00 largest_force_ev_per_a=3.42 orbital_gap_ev=8.136 lumo_ha=0.14684 e_tot_ha=-4750.49219
Li -0.07 -0.81 -0.91
N 2.42 3.79 0.58
S 3.22 2.87 1.62
O 4.44 2.34 1.14
O 2.38 2.04 2.43
F 3.70 4.00 2.66
S 2.26 2.83 -0.73
O 1.53 1.61 -0.56
O 3.39 2.86 -1.59
F 1.22 3.77 -1.47
N -1.64 2.81 1.29
S -1.52 1.55 2.32
O -0.49 0.64 1.98
O -2.74 1.01 2.82
F -0.89 2.35 3.52
S -2.24 2.14 -0.05
O -3.66 1.98 -0.08
O -1.46 1.09 -0.62
F -1.97 3.37 -1.00
N -0.23 -1.01 -2.99
S -1.87 -1.20 -3.28
O -2.10 -1.59 -4.63
O -2.78 -0.37 -2.62
F -2.01 -2.58 -2.47
S 0.03 0.24 -3.99
O -0.52 1.48 -3.57
O 0.06 -0.03 -5.39
F 1.63 0.29 -3.72
C 2.07 -1.78 2.18
O 3.11 -1.22 1.39
C 2.88 -1.07 0.10
O 1.85 -1.31 -0.50
O 4.00 -0.71 -0.47
C 3.91 -0.37 -1.86
H 1.68 -2.67 1.68
H 1.26 -1.07 2.28
H 2.47 -2.02 3.16
H 4.86 0.05 -2.19
H 3.13 0.36 -2.01
H 3.70 -1.26 -2.46
C -1.56 -2.74 2.77
O -2.68 -2.44 1.95
C -2.39 -1.91 0.76
O -1.27 -1.79 0.33
O -3.42 -1.44 0.14
C -4.74 -1.43 0.68
H -0.96 -1.84 2.94
H -0.90 -3.47 2.29
H -1.92 -3.12 3.72
H -4.88 -2.15 1.48
H -5.44 -1.64 -0.12
H -4.88 -0.42 1.04

=====

Entry 4:
20
Properties=species:S:1:pos:R:3 method="wB97M-V/def2-TZVPD" homo_ev="-7.75 / -7.42" largest_force_ev_per_a=0.84 orbital_gap_ev="7.823 / 7.499" lumo_ha="0.00283 / 0.00293" e_tot_ha=-874.73187
C 0.52 1.14 -1.52
C 0.76 0.92 -0.02
C 0.38 -0.18 -2.30
C -0.40 0.40 0.73
C -0.85 -0.92 -1.96
C -0.32 -0.66 3.34
P -0.46 -1.17 1.54
I -2.69 -0.22 -2.65
H -0.39 1.72 -1.66
H 1.36 1.71 -1.93
H 1.62 0.26 0.12
H 1.02 1.91 0.38
H 0.38 0.10 -3.36
H 1.25 -0.81 -2.11
H -1.34 0.93 0.62
H -0.84 -1.96 -1.69
H -1.27 -0.23 3.66
H 0.47 0.07 3.47
H -0.11 -1.54 3.94
H 0.91 -1.48 1.39

=====

Entry 5:
30
Properties=species:S:1:pos:R:3 method="wB97M-V/def2-TZVPD" homo_ev=-9.71 e_above_lowest_kcal_mol=0.00 largest_force_ev_per_a=0.49 orbital_gap_ev=9.643 lumo_ha=-0.00247 e_tot_ha=-1429.22189
Ir 0.79 1.42 1.92
O 0.70 4.86 3.39
S 0.71 3.55 2.86
O -0.25 2.51 3.42
O 2.02 2.75 2.92
O 0.39 3.37 1.37
O 2.12 0.58 0.62
N 2.35 -0.47 1.30
O 1.65 -0.43 2.34
C -0.80 -2.32 1.24
N -0.71 -1.64 -0.04
C -0.51 -2.50 -1.20
C -0.82 -1.75 -2.48
C -0.06 -0.44 -2.48
N -0.38 0.31 -1.27
C -0.27 1.76 -1.34
C -0.59 -0.30 -0.10
O -0.73 0.36 0.98
H 0.16 -2.77 1.50
H -1.56 -3.09 1.18
H -1.07 -1.61 2.02
H -1.17 -3.36 -1.09
H 0.52 -2.87 -1.21
H -1.89 -1.55 -2.55
H -0.53 -2.35 -3.34
H -0.34 0.17 -3.33
H 1.02 -0.61 -2.54
H 0.77 2.09 -1.24
H -0.86 2.22 -0.55
H -0.65 2.09 -2.31

=====

Entry 6:
19
Properties=species:S:1:pos:R:3 method="wB97M-V/def2-TZVPD" charge=+1 homo_ev=-11.15 e_above_lowest_kcal_mol=134.78 largest_force_ev_per_a=2.16 orbital_gap_ev=4.507 lumo_ha=-0.24421 e_tot_ha=-290.10713
C -4.21 0.04 -0.33
C 1.77 -1.73 -0.60
C 1.40 -0.51 -0.13
C -0.04 -0.14 0.15
C 2.28 1.82 0.38
C 2.43 0.39 0.13
N -3.10 -0.06 0.34
H -4.65 1.03 -0.55
H -3.87 -0.41 1.06
H 1.05 -2.51 -0.77
H 2.83 -1.94 -0.60
H -0.08 0.70 0.82
H -0.68 0.06 -0.70
H 3.25 2.29 0.47
H 1.73 2.28 -0.44
H 3.42 -0.04 0.19
H -4.65 -0.84 -0.82
H 1.76 1.99 1.33
H -0.50 -0.99 0.65

=====

Entry 7:
19
Properties=species:S:1:pos:R:3 method="wB97M-V/def2-TZVPD" charge=+1 homo_ev=-11.00 e_above_lowest_kcal_mol=139.58 largest_force_ev_per_a=1.48 orbital_gap_ev=4.410 lumo_ha=-0.24224 e_tot_ha=-290.09948
C 4.18 0.28 0.00
C -2.12 -1.71 -0.27
C -1.50 -0.55 0.00
C 0.01 -0.44 0.04
C -1.94 1.93 -0.16
C -2.30 0.57 0.23
N 3.04 -0.31 0.20
H 4.57 1.00 0.74
H 3.82 -1.04 0.53
H -1.59 -2.62 -0.50
H -3.21 -1.77 -0.29
H 0.46 -0.30 -0.95
H 0.44 -1.34 0.45
H -1.97 1.95 -1.26
H -0.93 2.19 0.16
H -3.30 0.40 0.61
H 4.74 0.09 -0.93
H -2.64 2.67 0.22
H 0.32 0.39 0.66

=====

Entry 8:
19
Properties=species:S:1:pos:R:3 method="wB97M-V/def2-TZVPD" charge=+1 smiles="C=C/C=C/CC[NH3+]" homo_ev=-12.33 e_above_lowest_kcal_mol=60.08 largest_force_ev_per_a=3.50 orbital_gap_ev=8.703 lumo_ha=-0.13313 e_tot_ha=-290.22616
C -0.88 -1.67 -0.87
C 0.13 -0.79 -1.65
C 0.50 0.36 -0.83
C -0.22 1.16 -0.04
C 0.59 2.06 0.77
C 0.34 2.44 2.08
N -0.35 -1.89 0.47
H -1.04 -2.51 -1.54
H -1.85 -1.15 -0.83
H 1.10 -1.43 -1.99
H -0.29 -0.61 -2.61
H 1.46 0.80 -1.20
H -1.27 1.30 0.05
H 1.68 2.17 0.52
H -0.62 2.52 2.57
H 1.19 2.91 2.64
H -0.38 -0.99 1.03
H 0.76 -2.07 0.50
H -0.85 -2.61 0.95

=====

Entry 9:
19
Properties=species:S:1:pos:R:3 method="wB97M-V/def2-TZVPD" charge=+1 homo_ev=-13.53 e_above_lowest_kcal_mol=102.70 largest_force_ev_per_a=5.13 orbital_gap_ev=8.531 lumo_ha=-0.18368 e_tot_ha=-290.15825
C 1.47 -0.04 -1.61
C -1.58 -0.31 1.73
C 0.26 0.38 -1.62
C -0.22 0.23 1.67
C -0.68 -0.69 -2.05
C 0.76 1.29 1.65
N -0.33 -1.05 1.70
H 2.42 0.53 -1.52
H 1.72 -1.08 -1.70
H -2.16 -0.51 2.75
H -2.18 -0.23 0.78
H 0.19 1.50 -1.53
H -1.51 -0.17 -2.61
H -1.13 -1.30 -1.22
H -0.37 -1.31 -2.90
H 0.93 1.76 2.69
H 0.50 1.98 0.81
H 1.77 0.92 1.57
H 0.15 -1.88 1.43

=====

Entry 10:
19
Properties=species:S:1:pos:R:3 method="wB97M-V/def2-TZVPD" charge=+1 smiles="C=[N+]=C(C)C(C)C" homo_ev=-15.78 e_above_lowest_kcal_mol=52.31 largest_force_ev_per_a=5.31 orbital_gap_ev=10.885 lumo_ha=-0.18002 e_tot_ha=-290.23855
C -2.83 0.48 0.80
C -0.66 -0.34 -0.21
C -0.67 -1.71 -0.88
C 0.84 0.30 1.56
C 1.50 0.76 -0.96
C 0.43 0.69 0.19
N -1.91 0.14 0.06
H -2.98 0.35 1.85
H -3.59 1.21 0.43
H -0.43 -2.67 -0.34
H 0.11 -1.61 -1.64
H -1.61 -1.87 -1.26
H 1.58 1.08 1.94
H 0.08 0.13 2.33
H 1.41 -0.63 1.65
H 1.00 0.85 -1.99
H 2.25 -0.08 -1.00
H 2.10 1.75 -0.82
H -0.02 1.68 0.20

=====

Entry 11:
19
Properties=species:S:1:pos:R:3 method="wB97M-V/def2-TZVPD" charge=+1 smiles=C[C@@H]1[N@H+]2[C@@H](C)[C@@]12C homo_ev=-15.42 e_above_lowest_kcal_mol=69.04 largest_force_ev_per_a=4.98 orbital_gap_ev=12.609 lumo_ha=-0.10331 e_tot_ha=-290.21188
C -0.54 0.93 -0.40
C -0.07 -1.34 -0.18
C 0.44 -0.09 0.38
C -0.70 2.40 0.03
C -0.06 -2.13 -1.48
C 1.50 0.14 1.40
N -0.98 -0.28 0.41
H -0.68 0.87 -1.55
H 0.04 -2.14 0.60
H -0.50 2.69 1.03
H -1.72 2.71 -0.32
H 0.05 2.95 -0.70
H -1.10 -2.57 -1.65
H 0.59 -2.92 -1.41
H 0.07 -1.48 -2.32
H 1.83 -0.82 1.91
H 1.06 0.80 2.10
H 2.40 0.62 1.01
H -1.62 -0.33 1.15

=====

Entry 12:
19
Properties=species:S:1:pos:R:3 method="wB97M-V/def2-TZVPD" charge=+1 smiles="C=CC/C(C)=C/[NH3+]" homo_ev=-13.06 e_above_lowest_kcal_mol=54.74 largest_force_ev_per_a=4.49 orbital_gap_ev=9.303 lumo_ha=-0.13813 e_tot_ha=-290.23468
C 0.42 0.19 -0.17
C 0.96 -0.89 0.78
C -0.41 -0.48 -1.21
C 0.72 1.45 -0.23
C -1.84 -0.69 -0.85
C -2.37 -1.90 -0.70
N 1.53 2.16 0.78
H 1.25 -1.91 0.37
H 0.03 -1.38 1.39
H -0.48 0.35 -2.02
H 0.10 -1.37 -1.67
H 0.32 2.10 -0.99
H -2.41 0.26 -0.79
H 1.64 -0.47 1.56
H -1.75 -2.74 -1.08
H -3.43 -2.13 -0.63
H 2.36 2.67 0.42
H 1.93 1.32 1.35
H 1.01 2.84 1.35